81
Properties=species:S:1:pos:R:3:forces:R:3 method="wB97M-V/def2-TZVPD" total_charge=+1 gap_ev=7.09 homo_ev=-8.86
Hg 27.9018 16.3248 -26.4452 0.328 -2.543 -0.672
C 30.0584 12.9327 -26.4763 -0.209 0.022 -0.429
C 28.9910 13.0757 -27.5988 0.249 0.774 2.939
O 28.1627 14.1852 -27.3671 -0.275 0.706 -0.568
H 30.5383 11.9548 -26.5168 0.399 -0.003 -0.321
H 29.6567 12.9878 -25.4645 -0.293 0.398 -0.114
H 30.7561 13.7470 -26.6714 0.402 -0.051 0.490
H 28.4077 12.1614 -27.4895 -0.394 -0.189 -0.723
H 29.6121 13.0786 -28.4946 -0.416 0.116 -0.767
O 28.6472 17.2039 -28.4223 -0.257 1.169 -1.180
C 29.1679 17.2624 -29.5025 0.863 -0.420 0.209
O 28.8706 18.1952 -30.4421 -0.561 -0.263 0.763
C 29.7809 18.1396 -31.5355 0.840 -1.227 -0.322
C 30.3590 16.6778 -31.4940 0.138 1.107 0.253
C 30.2414 16.3027 -29.9932 -0.252 -0.012 -2.277
H 30.5223 18.9201 -31.3648 0.262 -0.159 -0.010
H 29.3219 18.3457 -32.5024 -0.506 0.053 0.361
H 31.4025 16.6949 -31.8083 -0.121 -0.158 -0.193
H 29.7944 15.9943 -32.1282 -0.020 0.207 -0.014
H 31.2606 16.3860 -29.6158 -0.698 0.095 0.712
H 29.8620 15.2819 -29.9472 0.144 0.044 0.703
O 28.7944 15.4646 -24.3077 1.481 0.602 1.720
C 29.2271 15.7275 -23.1886 -2.015 -0.885 -2.231
O 28.3041 16.0334 -22.2429 0.841 -0.501 -0.540
C 28.8924 15.9677 -20.9531 -0.227 0.974 0.533
C 30.4082 15.9255 -21.1568 0.559 0.250 0.047
C 30.6407 15.6531 -22.6488 -1.178 -0.160 0.692
H 28.4650 15.1465 -20.3778 0.144 -0.207 -0.235
H 28.5509 16.8952 -20.4934 0.274 -0.073 0.474
H 30.8901 15.1494 -20.5622 -0.058 0.297 0.187
H 30.8453 16.9018 -20.9474 -0.010 -0.145 0.460
H 30.9901 14.6262 -22.7557 0.190 0.200 -0.599
H 31.2735 16.4024 -23.1243 -0.016 -0.420 -0.180
O 27.9980 18.4955 -25.4984 0.358 -0.920 -1.072
C 27.8759 19.1898 -24.5433 -0.024 1.278 0.325
O 27.0857 18.9066 -23.5251 -1.330 -1.436 0.248
C 26.8620 19.9764 -22.6332 1.235 0.908 1.043
C 27.6989 21.1086 -23.2069 0.302 1.724 -0.016
C 28.5311 20.5131 -24.3250 -0.352 0.333 0.123
H 27.2264 19.7065 -21.6420 0.002 -0.343 -0.026
H 25.8240 20.2786 -22.4946 -0.150 -0.512 -0.571
H 28.3747 21.6426 -22.5389 -0.299 -0.339 0.550
H 27.0537 21.9023 -23.5837 -0.094 -0.112 -0.202
H 29.5571 20.3336 -24.0035 0.096 0.059 -0.264
H 28.4790 21.1418 -25.2139 0.377 -0.345 -0.082
O 26.0312 16.1946 -25.1342 -2.346 0.275 0.952
C 24.9523 16.7079 -24.8635 2.232 -0.590 -1.117
O 24.7702 18.0356 -25.1854 -1.827 -0.401 1.458
C 23.5596 18.4767 -24.4854 -2.150 -0.914 0.413
C 22.7510 17.1963 -24.1732 -0.171 -0.762 0.923
C 23.7706 16.0727 -24.1341 0.062 0.721 -0.248
H 22.7917 19.0411 -25.0144 1.085 0.512 -1.163
H 23.6595 19.0551 -23.5669 1.257 -0.130 -0.014
H 21.9514 16.9866 -24.8837 0.350 0.174 -0.430
H 22.2315 17.1360 -23.2169 0.022 0.871 0.137
H 23.2987 15.1611 -24.5008 0.869 -0.076 -0.591
H 24.0969 15.8317 -23.1224 0.180 0.181 0.057
O 30.3052 16.8030 -26.3664 0.972 0.300 0.072
C 31.4742 17.0619 -26.3476 0.544 0.008 0.657
O 32.1387 17.2413 -25.1632 -0.168 0.405 0.387
C 33.5333 17.6855 -25.3111 -1.983 0.577 0.549
C 33.7854 17.4313 -26.7526 2.103 -0.039 -1.238
C 32.4586 17.2146 -27.4917 0.171 -0.172 0.752
H 34.1236 17.2072 -24.5295 0.000 -0.527 -0.500
H 33.6303 18.7518 -25.1064 -0.575 0.133 0.217
H 34.5299 16.6352 -26.7644 -0.420 -0.450 -0.772
H 34.3124 18.2914 -27.1655 0.008 -0.041 -0.139
H 32.3981 16.3392 -28.1384 0.260 -0.051 0.339
H 32.1763 18.0667 -28.1101 -0.017 0.102 0.126
O 25.8308 16.9478 -27.7684 -1.174 1.550 -2.293
C 25.2717 17.7018 -28.5763 -0.026 -0.083 2.771
O 25.8841 18.5498 -29.3950 1.080 0.056 -0.732
C 24.9582 19.2982 -30.2334 -0.403 -0.737 0.202
C 23.6515 18.5892 -30.0184 -1.517 0.215 -0.164
C 23.7718 18.0036 -28.6389 -0.013 -0.808 -0.236
H 25.2471 19.3319 -31.2839 0.549 -0.177 0.297
H 24.8089 20.3122 -29.8623 0.688 0.037 0.177
H 23.3608 17.7495 -30.6497 0.479 0.417 -0.718
H 22.8937 19.3712 -30.0680 -0.413 -0.386 -0.140
H 23.2051 17.0761 -28.5578 0.000 0.125 0.301
H 23.4100 18.7282 -27.9093 0.561 -0.210 0.483

***

92
Properties=species:S:1:pos:R:3:forces:R:3 method="wB97M-V/def2-TZVPD" multiplicity=2 total_charge=-1 s_squared=0.754 gap_ev="8.62 / 9.23" homo_ev="-6.74 / -7.38"
Ag 1.0858 -19.3236 5.8689 0.350 -0.021 0.102
O -3.7356 -24.2011 11.7193 -1.694 -0.622 0.751
C -2.6871 -23.8977 11.2928 1.326 1.625 -2.132
O -2.4542 -23.2141 10.1537 0.651 -0.584 -0.154
B -0.9635 -23.0797 9.9404 -1.410 -0.262 0.317
O -0.3431 -23.7554 11.0345 -1.157 -0.514 2.386
C -1.3500 -24.0985 11.9615 1.014 0.535 -2.356
O -1.2565 -24.4765 13.0637 1.145 -0.562 1.560
O -0.7074 -21.6300 9.8374 0.067 0.481 1.336
C -0.0394 -21.3196 8.7872 -0.250 1.221 -1.394
O 0.2880 -20.1833 8.4435 -0.248 -1.760 0.259
C 0.0670 -22.6593 7.9709 1.849 1.184 -1.727
O -0.4103 -23.6173 8.6752 -0.691 -0.420 -0.108
O 0.6034 -22.7177 6.8665 -0.859 -0.300 1.267
O 0.6900 -21.4011 3.1900 0.640 0.851 -0.356
C 0.1648 -22.4732 3.2720 -0.077 -1.134 1.124
O -1.0989 -22.7133 3.1565 -1.212 -0.994 -0.552
B -1.3875 -24.2290 3.3329 -0.035 0.473 0.310
O -0.0774 -24.7033 3.8761 -1.282 -0.561 -0.725
C 0.8444 -23.7909 3.7670 0.353 0.480 -0.068
O 1.9968 -23.9192 4.0554 0.377 0.191 -0.094
O -2.4987 -24.4857 4.2648 0.260 -0.560 -1.696
C -3.3941 -25.3016 3.6173 0.880 0.854 0.109
O -4.3328 -25.7898 4.1459 -0.526 -0.320 -0.019
C -2.9557 -25.4238 2.0852 -0.853 0.197 2.521
O -1.8002 -24.8475 1.9974 1.748 1.040 0.535
O -3.6299 -25.9262 1.2532 -0.261 -0.456 -1.018
C -1.1132 -16.0104 7.8465 1.255 0.083 -0.083
C 0.1485 -15.2209 7.3505 0.177 0.075 0.688
C 0.3072 -13.8009 7.9908 0.697 -0.765 -1.822
C 0.7096 -13.9656 9.4038 -1.489 -0.304 1.862
C 2.1047 -14.5044 9.3393 1.987 0.929 0.834
C 2.2860 -15.9009 8.8141 -1.214 -1.268 -0.238
N 1.4134 -15.9998 7.6407 -1.407 -0.267 -0.291
O 1.5192 -17.0769 6.9949 0.208 -0.765 -0.624
C 1.9542 -16.9718 9.9509 0.423 1.503 -0.124
C 3.6945 -16.1325 8.2943 1.135 -0.020 0.309
C 0.0698 -15.0299 5.8407 -1.634 -0.018 -0.686
H -1.3323 -16.0292 8.9059 0.275 0.335 0.328
H -1.0603 -17.0430 7.5459 0.422 -0.448 -0.243
H -1.9571 -15.6360 7.3336 -1.064 0.694 -0.485
H -0.5831 -13.2855 7.6849 -0.575 0.580 0.528
H 1.1769 -13.3048 7.4915 -0.860 -0.204 -0.112
H -0.0172 -14.6779 9.8471 0.570 0.135 0.116
H 0.6234 -13.0866 10.0742 0.274 -0.146 -0.698
H 2.6703 -14.4947 10.2851 -0.454 0.261 0.007
H 2.6418 -13.7823 8.6784 0.038 -0.592 0.367
H 2.8383 -16.8928 10.6354 -1.018 -0.063 -0.152
H 1.8943 -17.9953 9.6292 0.067 -0.335 -0.659
H 0.9859 -16.7452 10.4450 0.749 0.065 -0.033
H 4.0041 -17.2101 8.1414 -0.527 1.159 0.709
H 4.2806 -15.5904 9.0897 0.321 -0.854 -1.069
H 3.8511 -15.6846 7.2898 -0.143 0.175 0.775
H -0.0600 -15.9790 5.2753 0.207 0.495 0.533
H 0.9895 -14.5465 5.5204 -0.106 0.177 -0.304
H -0.8698 -14.3942 5.5898 1.709 -0.806 0.421
C 4.5831 -20.1525 5.5642 0.965 1.117 -1.578
C 3.5799 -21.2837 5.5753 0.292 0.004 0.718
C 4.1456 -22.6111 6.0974 -0.400 -0.035 -0.376
O 2.5783 -20.9189 6.5314 -0.024 0.682 -0.085
H 4.1696 -19.1157 5.5172 -0.304 -0.841 0.312
H 5.2284 -20.1524 4.6419 -0.558 -0.465 0.651
H 5.2811 -20.1901 6.3821 0.117 -0.063 0.626
H 3.1361 -21.3602 4.5713 -0.006 -0.383 0.280
H 3.3419 -23.3641 6.0141 0.523 0.155 0.019
H 4.4763 -22.5486 7.1455 -0.242 0.322 -0.274
H 5.0027 -22.9248 5.5198 0.184 -0.266 -0.345
H 2.0401 -21.6971 6.7481 -0.351 -0.064 -0.178
C 2.2668 -18.7621 1.1146 -0.664 0.498 1.664
C 2.5120 -18.3266 2.6195 0.352 -1.769 -0.435
C 2.6787 -16.8442 2.7330 0.292 0.785 0.227
O 1.4426 -18.8015 3.4872 0.428 2.158 -0.263
H 3.1650 -18.9354 0.5450 0.432 0.354 -0.118
H 1.5743 -18.0532 0.6181 0.520 -0.324 0.198
H 1.7735 -19.7121 1.1801 -0.370 -0.638 -0.212
H 3.4238 -18.8391 3.0400 -0.503 0.503 -0.737
H 1.8889 -16.2881 2.1692 0.710 -0.411 0.341
H 3.7147 -16.5898 2.3639 -1.177 -0.006 0.248
H 2.6017 -16.5564 3.7940 0.135 0.043 -0.302
H 1.1615 -19.6741 3.2499 -0.216 -1.195 -0.593
C -2.9565 -20.7519 5.6498 -0.098 -1.044 -2.522
C -2.2078 -19.7345 4.8081 0.159 0.193 0.493
C -3.0377 -18.5204 4.3967 -0.294 0.198 0.432
O -1.1868 -19.1444 5.6387 1.026 0.432 -1.060
H -3.4915 -21.3560 4.8693 -0.139 0.335 1.037
H -3.6264 -20.3082 6.3528 -0.502 0.262 0.502
H -2.2860 -21.4717 6.1088 0.222 0.074 0.210
H -1.7020 -20.2558 3.9771 -0.148 0.409 0.292
H -2.3881 -17.7339 3.9757 -0.286 -0.471 -0.075
H -3.4078 -18.1242 5.3598 -0.076 0.059 -0.410
H -3.9152 -18.7055 3.7619 0.407 -0.138 0.012
H -1.3859 -19.2660 6.5485 -0.530 -0.345 1.269

***

81
Properties=species:S:1:pos:R:3:forces:R:3 method="wB97M-V/def2-TZVPD" total_charge=+1 gap_ev=7.77 homo_ev=-11.34
Sn -0.7235 -0.0180 0.4141 0.087 0.249 -0.619
O -4.8162 0.6340 0.8452 -0.073 0.084 0.041
C -3.6639 0.7972 1.1205 0.267 -0.137 0.230
O -2.7062 -0.0542 0.7492 -0.220 -0.120 -0.183
C -3.1435 1.9092 2.0197 -0.005 0.015 -0.003
C -2.1573 1.3190 3.0456 -0.088 0.025 -0.054
C -1.8901 2.2970 4.1770 0.022 -0.004 -0.001
C -1.0635 3.3891 3.4561 -0.006 0.004 0.005
C -0.9221 2.8147 2.0510 -0.050 -0.002 -0.043
O -0.8845 1.3643 2.3126 0.042 0.022 0.007
C -2.2313 2.9427 1.2666 -0.022 -0.045 -0.039
C -2.0474 2.5632 -0.2050 0.071 0.151 0.363
O -2.8224 2.8700 -1.0663 0.069 0.096 -0.043
O -0.9306 1.8627 -0.4077 -0.269 -0.193 -0.494
H -3.9892 2.3972 2.4979 -0.004 -0.015 -0.007
H -2.3675 0.2948 3.3383 0.049 -0.014 0.003
H -1.3064 1.8185 4.9614 -0.025 -0.001 0.018
H -2.8160 2.6689 4.6109 0.000 -0.002 0.002
H -0.0907 3.5253 3.9241 0.002 0.014 -0.004
H -1.5691 4.3530 3.4285 0.031 0.015 0.012
H -0.0297 3.1014 1.5051 0.013 -0.017 0.006
H -2.6545 3.9440 1.3124 -0.019 -0.008 0.006
C -2.1330 -2.6470 3.2733 0.112 -0.132 0.042
C -1.6452 -2.4053 1.8807 0.116 -0.148 -0.319
O -0.6322 -1.6390 1.7629 -0.126 0.301 0.508
C -2.2926 -2.9942 0.7506 -0.028 0.122 -0.041
C -3.2625 -4.0059 0.9530 -0.008 0.028 -0.033
C -3.9546 -4.5437 -0.0947 0.002 0.011 0.015
C -3.7136 -4.0598 -1.3902 -0.029 -0.027 -0.021
C -2.7884 -3.0743 -1.6298 0.029 -0.032 0.022
C -2.0517 -2.5184 -0.5743 0.098 -0.109 0.235
O -1.1538 -1.5917 -0.8430 -0.229 0.145 -0.204
H -1.5870 -2.0083 3.9627 0.011 -0.008 -0.003
H -1.9768 -3.6867 3.5666 -0.021 -0.004 -0.008
H -3.2029 -2.4441 3.3299 0.003 -0.001 0.013
H -3.4440 -4.3729 1.9537 -0.027 0.017 0.000
H -4.6874 -5.3200 0.0703 0.005 -0.009 -0.004
H -4.2775 -4.4657 -2.2206 0.010 -0.010 0.000
H -2.6163 -2.6984 -2.6287 -0.005 0.029 0.004
O 1.0352 -0.0910 4.2255 0.061 -0.019 0.015
C 1.2939 0.0236 3.1374 -0.012 -0.019 0.262
C 3.3620 -1.4417 1.1971 -0.029 -0.031 -0.015
Si 3.4176 0.1488 0.2224 0.055 0.000 -0.056
C 4.9188 0.1449 -0.8805 -0.026 0.033 -0.040
C 3.3770 1.7391 1.1994 -0.001 -0.017 0.029
As 1.4348 0.1731 -1.1120 -0.339 -0.195 0.943
Si 1.2811 -1.8846 -2.3697 0.571 0.242 -0.513
C 1.2727 -3.4139 -1.3116 -0.212 0.085 0.096
C 0.0274 -1.6059 -3.7198 -0.151 -0.060 0.158
C 2.9624 -1.8843 -3.2156 0.005 -0.074 0.023
Si 1.1404 2.2986 -2.2581 0.591 -0.226 -0.442
C -0.1797 2.0999 -3.5408 -0.169 0.090 0.187
C 1.1510 3.8149 -1.1780 -0.239 -0.099 0.110
C 2.8209 2.2915 -3.1072 -0.039 0.040 -0.055
H 4.0710 -1.4016 2.0278 0.009 0.005 0.000
H 3.6584 -2.2704 0.5512 0.060 0.011 0.001
H 2.3773 -1.6693 1.6023 0.016 -0.010 -0.032
H 5.8068 0.1408 -0.2417 0.001 0.001 0.004
H 4.9727 1.0286 -1.5160 0.012 0.001 0.015
H 4.9670 -0.7353 -1.5199 0.007 -0.008 0.020
H 4.1444 1.7193 1.9775 0.006 0.007 -0.002
H 2.4169 1.9207 1.6800 -0.011 0.002 -0.002
H 3.5971 2.5810 0.5399 0.040 -0.009 -0.001
H 0.4239 -3.5225 -0.6420 -0.009 0.003 -0.017
H 2.1903 -3.4490 -0.7243 0.015 -0.035 -0.013
H 1.2847 -4.2675 -1.9959 0.026 -0.013 0.006
H -0.8509 -1.0587 -3.3841 -0.014 -0.009 -0.001
H -0.3051 -2.5594 -4.1377 0.031 -0.016 0.002
H 0.5154 -1.0459 -4.5195 -0.017 -0.011 -0.020
H 3.7449 -2.2771 -2.5641 0.002 0.004 -0.006
H 3.2746 -0.8980 -3.5622 -0.029 -0.007 -0.020
H 2.9198 -2.5332 -4.0951 -0.014 -0.026 0.013
H -1.1695 1.9536 -3.1102 -0.012 -0.012 0.004
H 0.0623 1.2673 -4.2011 -0.003 0.011 -0.020
H -0.2107 3.0121 -4.1433 0.024 -0.007 -0.016
H 0.1512 4.1572 -0.9204 -0.022 0.018 -0.022
H 1.6565 4.6057 -1.7374 0.029 -0.008 0.009
H 1.7082 3.6454 -0.2558 0.029 0.026 -0.011
H 3.0974 1.3187 -3.5171 -0.018 0.011 -0.018
H 3.6091 2.6050 -2.4192 -0.002 -0.001 -0.007
H 2.8162 3.0007 -3.9398 -0.009 0.034 0.024

***

| no. | total energy (eV) |
| --- | --- |
| 1 | -58410.9931 |
| 2 | -75447.0881 |
| 3 | -134325.8854 |